Version w
A 6-piece molecular cluster, C2H16NO5 overall, computed with the ωB97M-V functional and the def2-TZVPD basis.

Atoms and positions in Å:
1 C 1.588 -1.050 1.708
2 C 1.899 0.002 2.523
3 N 0.228 -1.127 1.163
4 H 2.282 -1.881 1.299
5 H 2.836 0.419 2.684
6 H 1.023 0.702 2.866
7 H -0.302 -0.369 1.761
8 H 0.273 -0.788 0.149
9 H -0.166 -1.927 0.964
10 H 0.290 -1.680 -4.058
11 H 0.752 -0.349 -3.322
12 O 0.768 -1.253 -3.232
13 H -2.618 0.449 1.304
14 H -1.673 1.596 1.748
15 O -1.936 0.638 1.880
16 H -3.266 2.876 -0.004
17 H -2.083 3.475 0.399
18 O -2.404 2.594 0.266
19 H -0.019 -1.971 -1.770
20 H -1.284 -2.761 -1.285
21 O -0.658 -2.160 -1.007
22 H 2.206 1.611 -2.135
23 H 0.884 1.876 -1.815
24 O 1.382 1.079 -2.087

Its frontier orbital gap is 11.3867 eV. Its net charge is +1. As for the LUMO energy: -2.85 eV.



Version x
A 6-piece molecular cluster, C2H16NO5 overall, computed with the ωB97M-V functional and the def2-TZVPD basis.

Atoms and positions in Å:
1 C 0.494 -1.410 1.556
2 C 1.529 -2.198 1.350
3 N 0.428 -0.135 0.812
4 H -0.383 -1.513 2.172
5 H 1.591 -3.166 1.822
6 H 2.396 -1.897 0.782
7 H 1.120 0.011 0.028
8 H -0.531 0.099 0.541
9 H 0.585 0.612 1.490
10 H -3.391 2.139 -0.413
11 H -2.875 1.172 0.703
12 O -2.681 1.979 0.171
13 H 3.053 0.006 -0.903
14 H 1.817 0.149 -1.835
15 O 2.250 0.535 -1.032
16 H 1.522 0.059 -4.003
17 H 0.739 -1.201 -3.847
18 O 1.377 -0.643 -3.366
19 H -1.241 2.755 1.272
20 H 0.109 3.405 1.769
21 O -0.287 2.597 1.425
22 H -2.448 -1.738 0.335
23 H -2.886 -0.755 -0.771
24 O -2.290 -0.861 -0.059

Its frontier orbital gap is 11.7064 eV. Its net charge is +1. As for the LUMO energy: -2.76 eV.



Most stable structure: version x



Version w
One molecule with the formula C3H5Br, computed with the ωB97M-V functional and the def2-TZVPD basis.

Atoms and positions in Å:
1 C -0.344 -0.665 1.334
2 C -0.698 0.081 0.305
3 C 0.543 0.597 -0.984
4 Br 0.353 -0.365 -2.651
5 H -0.983 -1.070 2.088
6 H 0.712 -0.880 1.763
7 H -1.668 0.439 -0.095
8 H 1.580 0.264 -0.687
9 H 0.505 1.598 -1.073

The SMILES is C=CCBr. Its frontier orbital gap is 10.8139 eV. As for the LUMO energy: 0.94 eV.



Version x
One molecule with the formula C3H5Br, computed with the ωB97M-V functional and the def2-TZVPD basis.

Atoms and positions in Å:
1 C 0.972 0.992 0.317
2 C 0.709 -0.262 0.338
3 C -0.893 -0.764 -0.473
4 Br -2.274 -0.009 0.471
5 H 1.849 1.327 0.710
6 H 0.278 1.685 -0.252
7 H 1.087 -1.085 0.999
8 H -0.905 -1.756 -0.716
9 H -0.823 -0.128 -1.394

The SMILES is C=CCBr. Its frontier orbital gap is 10.5529 eV. As for the LUMO energy: 1.08 eV.



Most stable structure: version w



Version w
A 2-piece molecular cluster, F2H2O2Si overall, computed with the ωB97M-V functional and the def2-TZVPD basis.

Atoms and positions in Å:
1 O -1.783 0.032 0.132
2 Si -0.852 -0.922 -0.617
3 O 0.710 -0.937 -0.433
4 F -0.785 -1.933 -1.925
5 H 0.968 -0.392 0.379
6 F 0.719 1.564 -0.853
7 H 1.399 2.163 -1.373

The SMILES is O=[Si](O)F.F. Its frontier orbital gap is 10.8046 eV. As for the LUMO energy: -0.43 eV.



Version x
A 2-piece molecular cluster, F2H2O2Si overall, computed with the ωB97M-V functional and the def2-TZVPD basis.

Atoms and positions in Å:
1 O 0.652 -0.921 -0.489
2 Si 0.604 0.090 0.619
3 O -0.619 1.060 0.910
4 F 1.713 0.411 1.707
5 H -0.647 1.761 1.562
6 F -1.195 -1.214 -2.482
7 H -0.509 -1.187 -1.826

The SMILES is O=[Si](O)F.F. Its frontier orbital gap is 11.5026 eV. As for the LUMO energy: -0.79 eV.



Most stable structure: version x



Version w
C6H6NO2P2 as an isolated structure, computed with the ωB97M-V functional and the def2-TZVPD basis.

Atoms and positions in Å:
1 C -0.327 1.345 -0.056
2 C 0.898 1.942 0.006
3 C -0.498 -0.070 -0.274
4 C 2.220 1.456 0.126
5 C 0.479 -0.812 -1.079
6 C -1.896 -0.515 -0.394
7 N 0.160 -2.491 1.237
8 O 3.361 1.933 0.240
9 O 0.061 -1.632 -1.864
10 P 0.681 -0.958 1.231
11 P 2.171 -0.779 -0.432
12 H -1.149 2.110 0.101
13 H 0.906 3.086 0.354
14 H -2.291 -0.747 -1.461
15 H -2.586 0.193 0.030
16 H -1.871 -1.432 0.121
17 H -0.321 -2.628 2.113

Its frontier orbital gap is 7.1240 eV. Its net charge is -1. As for the LUMO energy: 3.28 eV.



Version x
C6H6NO2P2 as an isolated structure, computed with the ωB97M-V functional and the def2-TZVPD basis.

Atoms and positions in Å:
1 C 0.267 1.043 -0.881
2 C -0.909 1.273 -1.512
3 C 0.490 0.147 0.272
4 C -2.204 0.620 -1.213
5 C -0.661 0.105 1.205
6 C 1.869 0.173 0.932
7 N 0.365 -2.631 0.498
8 O -3.217 0.827 -1.790
9 O -0.471 0.038 2.420
10 P -0.242 -1.541 -0.521
11 P -2.208 -0.440 0.434
12 H 1.147 1.464 -1.274
13 H -0.934 1.889 -2.323
14 H 1.781 0.783 1.824
15 H 2.553 0.551 0.205
16 H 2.188 -0.678 1.318
17 H 0.187 -3.625 0.404

Its frontier orbital gap is 7.0615 eV. Its net charge is -1. As for the LUMO energy: 3.67 eV.



Most stable structure: version x